1.
Computed, not measured: a molecular structure, C38H29CaN5O7S2Se in a non-equilibrium geometry, with ωB97M-V/def2-TZVPD.

XYZ file:
```
83
Properties=species:S:1:pos:R:3
Ca -0.46616 -0.63287 0.10451
O 0.28987 -5.52733 5.95997
C -0.40863 -4.37954 6.28533
O -0.68497 -4.22673 7.45794
C -0.73304 -3.48106 5.19250
C -1.53205 -2.34914 5.45043
C -1.87996 -1.44292 4.48518
C -1.41837 -1.57363 3.11667
C -0.62727 -2.76083 2.86750
C -0.31017 -3.64942 3.85034
N -1.58996 -0.69188 2.15652
C -2.36657 0.46965 2.37372
C -2.36040 1.51370 1.49284
C -3.16076 2.70303 1.75083
C -3.15705 3.74091 0.89150
C -2.36891 3.68052 -0.30202
C -1.62751 2.54883 -0.49422
N -1.55996 1.48602 0.33609
H 0.37866 -5.55973 5.00166
H -1.87403 -2.20721 6.46972
H -2.48357 -0.59389 4.76673
H -0.31153 -2.97056 1.85201
H 0.29760 -4.50157 3.54839
H -2.97540 0.57948 3.26163
H -3.75880 2.72682 2.65566
H -3.76018 4.61935 1.10393
H -2.35492 4.47937 -1.03005
H -1.03925 2.46348 -1.40380
C 1.55190 1.00325 3.98073
C 2.46045 0.02638 4.34763
C 2.73464 -1.01034 3.46991
C 2.07821 -1.04068 2.24989
N 1.20075 -0.10532 1.90806
C 0.94096 0.90025 2.74496
C 2.34854 -2.10066 1.20572
C 3.21950 -3.15542 1.43477
C 3.48423 -4.04375 0.40516
C 2.88923 -3.84857 -0.82672
C 2.01264 -2.78678 -0.96212
N 1.73061 -1.94782 0.03450
H 1.30466 1.82633 4.63648
H 2.95219 0.06382 5.31151
H 3.44151 -1.77955 3.74531
H 0.20058 1.61732 2.40877
H 3.67818 -3.29166 2.40326
H 4.15506 -4.87801 0.56982
H 3.07646 -4.50748 -1.66319
H 1.51679 -2.57915 -1.90246
O 3.53200 4.03397 0.06584
C 3.02565 3.18833 -0.62757
O 2.09703 2.32829 -0.17333
C 3.29796 2.91782 -2.05364
C 4.20193 3.62090 -2.83848
C 4.35234 3.26561 -4.16316
C 3.59013 2.21512 -4.68572
C 2.68954 1.50783 -3.91030
C 2.55483 1.86997 -2.56696
S 1.52408 1.18184 -1.32861
H 4.76103 4.43259 -2.38944
H 5.05160 3.79575 -4.79704
H 3.70015 1.94718 -5.72999
H 2.09311 0.70920 -4.31771
C -2.96693 -4.82716 -6.30313
C -2.29786 -3.67235 -5.60402
C -2.51720 -2.35948 -5.99986
C -1.96051 -1.29599 -5.29854
C -1.16461 -1.55326 -4.19372
C -0.92034 -2.86246 -3.79379
C -1.47903 -3.90907 -4.50116
S -0.63178 -0.20193 -3.19419
O -0.91062 1.00155 -3.93643
O 0.81958 -0.43025 -2.96079
O -1.34666 -0.34844 -1.92749
H -3.76083 -4.47976 -6.96529
H -3.40503 -5.50434 -5.56852
H -2.25503 -5.40174 -6.90177
H -3.15674 -2.15906 -6.85336
H -2.14333 -0.27018 -5.58755
H -0.34377 -3.06523 -2.90204
H -1.32689 -4.92315 -4.15281
Se -3.08755 -5.14005 -1.29770
C -2.07960 -3.73260 -0.73598
N -1.39720 -2.85793 -0.38690
```

## Properties
**LUMO**: 3.9 eV
**Strongest force on any atom**: 1.03 eV/Å
**DFT total energy**: -6141.6303 Eh
**Net charge**: -2
**Energy above the lowest of the compared OMol25 structures with the same formula, charge and spin**: 41.1 kcal per mole
**HOMO energy**: -0.1 eV



2.
Computed, not measured: a molecular structure, C38H29N2OS7V, with ωB97M-V/def2-TZVPD.

XYZ file:
```
78
Properties=species:S:1:pos:R:3
V -1.11160 0.91174 -1.20544
S 0.55858 2.84257 0.72951
C -0.87027 3.67122 1.30989
C -0.55601 4.83168 2.04332
C -1.52846 5.67636 2.52677
C -2.87617 5.38994 2.31292
C -3.20448 4.25848 1.59618
C -2.22663 3.39434 1.09483
S -2.85313 2.04409 0.11565
C -2.99800 0.76038 1.41987
C -2.67464 -0.62441 0.93826
C -3.33480 -1.73050 1.45950
C -2.91508 -2.99656 1.09416
C -1.80209 -3.12578 0.27828
C -1.18535 -1.97979 -0.19635
C 0.11477 -2.03022 -0.94258
S 0.16889 -0.94087 -2.39494
C -1.05934 -1.76985 -3.38541
C -0.66329 -2.93825 -4.03436
C -1.56193 -3.67102 -4.78509
C -2.87260 -3.20428 -4.89366
C -3.25967 -2.03732 -4.27028
C -2.36796 -1.26636 -3.49135
S -2.91374 0.22129 -2.79362
N -1.66992 -0.75905 0.07026
H 0.49118 5.04850 2.22607
H -1.23848 6.56083 3.08113
H -3.65112 6.04712 2.68521
H -4.24109 4.02882 1.38046
H -4.00205 0.78952 1.84152
H -2.28520 1.01715 2.20619
H -4.16913 -1.59079 2.13375
H -3.43192 -3.87429 1.46157
H -1.41229 -4.09842 0.00936
H 0.36198 -3.04936 -1.23701
H 0.90188 -1.65510 -0.28552
H 0.36788 -3.26270 -3.94287
H -1.25021 -4.57821 -5.28666
H -3.59551 -3.75830 -5.48149
H -4.27570 -1.67636 -4.36930
S -2.60090 4.01628 -2.38670
C -1.02786 3.62004 -2.79762
N -0.29238 2.59373 -2.37653
C 1.01563 2.65385 -2.82550
C 2.04895 1.78718 -2.46280
C 3.30920 1.96055 -3.01238
C 3.57156 2.99546 -3.90721
C 2.56540 3.88694 -4.25025
C 1.30358 3.71271 -3.70275
S -0.12143 4.68411 -3.89135
H 1.86317 1.00586 -1.73794
H 4.10314 1.27663 -2.73602
H 4.56261 3.11284 -4.32814
H 2.75997 4.70848 -4.92889
O 0.22864 1.36889 0.28456
S 0.85182 -0.60559 2.50505
C 2.42375 -0.74663 1.68640
C 3.02292 -1.97847 1.42964
C 4.21016 -2.03460 0.71393
C 4.79839 -0.87143 0.23676
C 4.19739 0.35371 0.49091
C 3.01815 0.42171 1.21806
C 0.96559 -1.94941 3.66797
C 2.01574 -2.03008 4.58056
C 2.05975 -3.06687 5.49831
C 1.04581 -4.01818 5.52986
C -0.00784 -3.93007 4.63316
C -0.04464 -2.90277 3.69714
H 2.55912 -2.89013 1.78526
H 4.67050 -2.99537 0.51790
H 5.71798 -0.91987 -0.33253
H 4.64392 1.26848 0.12193
H 2.55009 1.37600 1.41984
H 2.79704 -1.28072 4.55813
H 2.88209 -3.12848 6.20047
H 1.07880 -4.82351 6.25281
H -0.79968 -4.66876 4.64965
H -0.85342 -2.83878 2.97950
```

## Properties
**LUMO (alpha / beta)**: 2.1 / 2.1 eV
**Strongest force on any atom**: 0.55 eV/Å
**Multiplicity**: 4
**DFT total energy**: -5381.7472 Eh
**⟨S²⟩**: 3.762
**Net charge**: -1
**Energy above the lowest of the compared OMol25 structures with the same formula, charge and spin**: 0.0 kcal per mole
**HOMO energy (alpha / beta)**: -3.6 / -4.1 eV



3.
Computed, not measured: a molecular structure, C38H30BF3O4S in a non-equilibrium geometry, with ωB97M-V/def2-TZVPD.

XYZ file:
```
77
Properties=species:S:1:pos:R:3
C 0.69027 -5.56947 2.94264
O 0.40592 -4.34971 3.68438
C 0.53391 -3.16271 3.03252
C 0.17115 -1.99580 3.74824
C 0.65491 -0.76156 3.36170
C 1.54399 -0.66161 2.26358
C 2.75815 0.29360 2.16372
C 2.81667 0.74710 0.71076
C 1.76173 1.47191 0.13185
C 1.75168 1.73529 -1.22520
C 2.80756 1.32611 -2.04358
O 2.92869 1.73759 -3.37628
C 2.19350 1.14966 -4.39315
C 2.38417 1.73030 -5.65478
C 1.54333 1.38130 -6.70463
C 0.54740 0.41712 -6.51037
C 0.42924 -0.22938 -5.27855
C 1.26730 0.11270 -4.20379
C 3.85603 0.59556 -1.49868
C 3.83722 0.31147 -0.14284
C 1.57227 -1.79040 1.36959
C 1.12947 -3.04248 1.76011
H 0.30086 -6.33189 3.61383
H 0.16815 -5.60477 1.97630
H 1.76792 -5.70590 2.78397
H -0.42705 -2.11581 4.65203
H 0.42426 0.16553 3.90103
H 2.88764 1.06053 2.92152
H 0.92316 1.79550 0.75548
H 0.92900 2.29781 -1.67287
H 3.16108 2.48138 -5.74334
H 1.66418 1.87731 -7.66730
H -0.13624 0.17342 -7.32729
H -0.33510 -1.00809 -5.13268
H 1.17579 -0.38573 -3.23156
H 4.67522 0.25112 -2.12498
H 4.64620 -0.30036 0.23424
H 1.98942 -1.68327 0.36696
H 1.32916 -3.95020 1.19100
C 6.09800 2.89182 6.88650
C 5.44326 3.20366 5.58916
C 6.00561 3.06537 4.32712
C 5.11461 3.36623 3.27062
C 3.81750 3.61546 3.68392
B 3.62502 -1.15713 2.46510
C 2.69404 3.89874 2.82906
C 1.37179 3.77795 3.32194
C 0.32811 4.37095 2.63552
C 0.64222 5.13901 1.51481
C -0.37228 6.10492 0.99229
F 0.24523 7.16731 0.39114
F -1.20681 5.55494 0.05474
F -1.15511 6.60064 2.00135
C 1.86696 5.01105 0.85077
C 2.89426 4.35003 1.50125
O 4.81398 -1.51559 1.88204
C 5.56446 -2.13609 2.86939
C 4.73022 -2.30560 4.00689
C 4.87981 -3.40920 4.82545
C 5.83566 -4.34215 4.42057
C 6.68109 -4.14119 3.33225
C 6.59086 -2.98112 2.55569
O 3.54434 -1.66268 3.79106
S 3.72958 3.41328 5.43395
H 7.01260 3.47650 7.06091
H 5.41807 3.05810 7.73289
H 6.38344 1.82646 6.89758
H 7.03142 2.76084 4.17069
H 5.37856 3.40164 2.21783
H 1.19270 3.24513 4.26175
H -0.69465 4.24465 2.99968
H 1.99102 5.40852 -0.14543
H 3.86499 4.28791 1.02078
H 4.21615 -3.53708 5.68402
H 5.87773 -5.29308 4.98464
H 7.38817 -4.92512 3.03782
H 7.21137 -2.77641 1.68305
```

## Properties
**LUMO**: -0.1 eV
**Strongest force on any atom**: 4.02 eV/Å
**DFT total energy**: -2489.6492 Eh
**Net charge**: 0
**Energy above the lowest of the compared OMol25 structures with the same formula, charge and spin**: 0.0 kcal per mole
**HOMO energy**: -7.7 eV